[1]
Density functional theory data (wB97M-V/def2-TZVPD) for a structure of composition C4H6AlO2 at a distorted geometry.

ORCA input file:
```
! RIJCOSX wB97M-V def2-TZVPD def2/J DEFGRID3
* xyz 2 2
C 1.7557 -2.0574 -0.8875
C 2.8865 -1.5900 -0.1321
H 3.2606 -0.5730 -0.2924
O -0.5105 -2.5101 -0.1523
C 0.8370 -2.6787 -0.0415
H 1.0624 -3.7090 0.2565
H -0.7635 -1.8945 -0.8486
H 2.3738 -2.3003 0.8995
H 4.4523 -1.9244 -1.8766
C 4.1725 -2.4892 -0.9680
O 5.0270 -3.0957 -0.3387
Al 6.1575 -4.1844 -0.6126
H 2.5103 -2.8743 -1.6606
*
```

The expectation value of S² is 0.7568. The total energy comes out at -547.90008 hartree. The calculation puts the HOMO energy (alpha / beta) at -16.52 / -16.53 eV.

[2]
Density functional theory data (wB97M-V/def2-TZVPD) for the molecule C4H6BNO2 at a distorted geometry.

ORCA input file:
```
! RIJCOSX wB97M-V def2-TZVPD def2/J DEFGRID3
* xyz 0 1
N -2.9659 -0.2344 -0.2404
C -1.8380 -0.1220 -0.0312
C -0.3618 -0.1776 -0.0635
B 0.3130 1.2712 -0.1128
O -0.4717 2.2673 0.2658
O 1.6172 1.3238 -0.2687
C 0.1356 -1.4372 -0.7107
C 0.1592 -1.2908 0.8129
H -0.1213 3.1449 0.3123
H 2.2835 1.9693 -0.4960
H 1.1700 -1.4392 -1.0478
H -0.6157 -2.1768 -1.1742
H -0.4436 -1.8023 1.4782
H 1.1395 -1.2963 1.2761
*
```

The total energy comes out at -386.15799 hartree. The SMILES is N#CC1(B(O)O)CC1. The calculation puts the HOMO energy at -10.41 eV.

[3]
Density functional theory data (wB97M-V/def2-TZVPD) for a cluster of 2 separate species, C4H6Br3N3 in total at a distorted geometry.

ORCA input file:
```
! RIJCOSX wB97M-V def2-TZVPD def2/J DEFGRID3
* xyz 2 1
C -0.3585 -0.7442 1.0670
C 1.3272 0.6178 0.0019
C 0.0334 -0.3024 -1.8171
C -1.3241 -2.7218 0.1751
N -0.7503 -1.5347 0.1638
N 0.4859 0.3497 0.9820
N 1.1337 0.1062 -1.2001
Br -2.9012 -2.7967 -0.8856
Br -1.0776 -3.9166 1.6166
Br -4.2661 -1.7848 3.4499
H -0.8334 -0.6964 2.1006
H 2.2189 1.1467 0.1127
H 0.0873 -0.8433 -2.7677
H -0.8278 0.1366 -1.5460
H 0.9247 0.7780 1.7758
H 2.0462 0.0652 -1.7055
*
```

The total energy comes out at -8041.50026 hartree. The calculation puts the HOMO energy (alpha / beta) at -16.62 / -16.19 eV.

[4]
Density functional theory data (wB97M-V/def2-TZVPD) for a structure of composition C4H6Br3NO2 at a distorted geometry.

ORCA input file:
```
! RIJCOSX wB97M-V def2-TZVPD def2/J DEFGRID3
* xyz 0 1
C -0.5340 1.0193 -1.2253
C 1.6570 0.2147 -0.0227
C 0.2396 -0.1205 -0.5308
C -0.5486 -0.8853 0.5111
N -0.8591 0.0023 1.7025
O -1.7817 0.7764 1.6220
O -0.1934 -0.0778 2.6816
Br 0.4425 -1.5434 -1.9745
Br -2.3018 -1.4113 -0.1037
Br 0.2899 -2.3929 1.1809
H -1.3232 0.5693 -1.6803
H -0.0642 1.3771 -2.0707
H -0.8734 1.6353 -0.4551
H 1.8435 1.1764 -0.2761
H 2.4001 -0.4003 -0.4118
H 1.6066 0.0604 1.0530
*
```

The total energy comes out at -8083.14932 hartree. The calculation puts the HOMO energy at -10.08 eV.